Record 1
A gas-phase ion, C25H38ClFNO4P2S (charge +1) in a non-equilibrium geometry. Source: the OMol25 dataset; level of theory: ωB97M-V/def2-TZVPD.

Structure (ORCA input):
```
! wB97M-V def2-TZVPD RIJCOSX def2/J DEFGRID3
* xyz 1 1
C -0.41 -3.77 3.17
C -0.63 -3.44 2.03
C -0.67 -2.93 0.58
C -0.82 -1.39 0.38
C -1.48 -1.38 -1.09
C -1.11 -2.53 -2.08
C -1.37 -2.08 -3.56
F -2.71 -2.23 -3.88
C -1.78 -0.66 1.41
C -1.51 -0.50 2.93
C -0.41 0.34 3.60
O 0.31 -0.21 4.40
O -0.24 1.72 3.54
P -3.61 -1.23 1.41
O -3.76 -2.59 0.45
Cl -4.18 -2.05 3.26
C -1.73 0.76 0.69
C -2.33 2.01 1.46
S -3.55 2.94 0.41
C -2.76 4.49 -0.13
C -2.02 5.27 1.01
C -0.18 0.85 0.29
C -0.08 1.99 -0.76
C 0.36 1.83 -2.24
N 0.43 -0.52 0.21
C 1.37 -0.87 -0.92
C 2.76 -0.22 -0.98
C 3.16 1.08 -0.62
C 4.47 1.58 -0.73
C 5.50 0.76 -1.23
C 5.13 -0.55 -1.64
C 3.81 -1.05 -1.53
C 3.62 -2.48 -2.05
P 1.61 -0.95 1.56
O 2.27 0.25 2.13
H -0.36 -4.15 4.18
H 0.21 -3.40 0.10
H -1.55 -3.51 0.23
H -1.18 -0.47 -1.67
H -2.58 -1.28 -1.08
H -0.06 -2.88 -2.05
H -1.75 -3.43 -1.90
H -1.05 -1.03 -3.71
H -0.74 -2.69 -4.24
H -2.43 0.00 3.35
H -1.51 -1.46 3.47
H 0.70 1.84 3.29
H -4.65 -2.67 0.08
H -2.37 0.86 -0.22
H -2.92 1.74 2.35
H -1.52 2.73 1.66
H -3.54 5.17 -0.54
H -2.03 4.33 -0.95
H -2.26 6.36 1.00
H -0.92 5.12 0.87
H -2.29 4.90 2.02
H 0.22 1.33 1.21
H 0.57 2.80 -0.35
H -1.07 2.50 -0.84
H 1.46 1.86 -2.42
H -0.02 2.71 -2.80
H -0.01 0.94 -2.79
H 0.93 -0.74 -1.94
H 1.52 -1.96 -0.86
H 2.41 1.76 -0.19
H 4.70 2.61 -0.40
H 6.55 1.08 -1.31
H 5.93 -1.18 -2.05
H 4.16 -2.54 -3.02
H 4.04 -3.27 -1.40
H 2.56 -2.72 -2.30
H 0.93 -1.54 2.66
H 2.52 -1.95 1.12
*
```

Summary:
M in g mol⁻¹: 565.0
Kohn-Sham gap in eV: 8.69
SMILES string: C#CC[C@@]1(CCCF)[C@](CC(=O)O)(P(O)Cl)[C@@H](CSCC)[C@H](CC)[N@@+]1(Cc1ccccc1C)[PH2]=O

Record 2
9 unconnected molecules or ions with the total composition C25H38ClN8O3S in a non-equilibrium geometry. Source: the OMol25 dataset; level of theory: ωB97M-V/def2-TZVPD.

Structure (ORCA input):
```
! wB97M-V def2-TZVPD RIJCOSX def2/J DEFGRID3
* xyz -1 1
C -2.03 1.10 2.09
C -0.81 1.82 1.95
C 0.63 2.61 1.66
C 0.60 2.95 0.04
C 2.07 2.95 -0.69
C 2.21 1.94 -1.97
C 1.57 0.45 -1.75
S 2.43 -0.61 -0.46
O 3.03 -1.87 -1.20
O 3.63 0.07 0.25
Cl 0.99 -1.39 0.87
O 1.66 1.61 1.98
C 2.40 1.94 3.21
C 2.76 0.47 3.93
H -3.15 0.76 1.93
H 0.15 4.06 -0.04
H -0.18 2.27 -0.52
H 2.98 2.80 0.07
H 2.23 4.05 -1.12
H 3.35 1.92 -2.30
H 1.62 2.43 -2.87
H 0.40 0.44 -1.56
H 1.71 -0.13 -2.79
H 3.41 2.51 2.97
H 1.68 2.56 3.91
H 3.79 0.48 4.48
H 2.77 -0.35 3.08
H 1.84 0.19 4.63
C 2.03 -3.62 4.44
C 1.79 -2.68 5.56
N 1.59 -1.95 6.43
H 1.92 -3.13 3.47
H 3.04 -4.03 4.48
H 1.33 -4.46 4.47
C 2.07 -4.26 -3.44
C 0.78 -3.59 -3.71
N -0.23 -3.06 -3.92
H 2.58 -4.54 -4.37
H 2.75 -3.61 -2.88
H 1.93 -5.17 -2.85
C 3.38 7.77 -0.67
C 2.58 6.79 -1.42
N 1.94 6.02 -2.01
H 2.85 8.14 0.22
H 4.33 7.34 -0.32
H 3.63 8.64 -1.28
C 2.02 5.24 -5.52
C 2.10 3.80 -5.26
N 2.17 2.66 -5.05
H 2.94 5.76 -5.24
H 1.84 5.45 -6.59
H 1.20 5.71 -4.96
C -4.32 1.08 5.33
C -5.13 0.53 4.24
N -5.78 0.09 3.38
H -4.42 0.50 6.25
H -3.25 1.09 5.08
H -4.61 2.11 5.57
C -7.98 -2.65 3.59
C -8.47 -3.07 4.91
N -8.85 -3.40 5.96
H -7.65 -3.51 2.99
H -8.76 -2.14 3.01
H -7.14 -1.96 3.67
C -2.84 -2.81 -6.53
C -4.13 -2.15 -6.80
N -5.14 -1.62 -7.01
H -2.33 -3.10 -7.46
H -2.16 -2.17 -5.97
H -2.98 -3.73 -5.95
C -0.53 -6.82 -0.51
C 0.89 -6.53 -0.79
N 2.01 -6.30 -1.01
H -0.93 -7.57 -1.20
H -0.67 -7.20 0.51
H -1.15 -5.92 -0.61
*
```

Summary:
M in g mol⁻¹: 566.2
Kohn-Sham gap in eV: 4.45

Record 3
A molecular structure, C25H39As2I2O8PbS in a non-equilibrium geometry. Source: the OMol25 dataset; level of theory: ωB97M-V/def2-TZVPD.

Structure (ORCA input):
```
! wB97M-V def2-TZVPD RIJCOSX def2/J DEFGRID3
* xyz -1 1
Pb -0.17 -0.92 -0.11
O 3.31 0.45 -2.07
C 2.55 -0.46 -1.79
O 2.06 -0.68 -0.61
C 2.20 -1.50 -2.86
C 1.79 -2.85 -2.26
C 1.87 -3.94 -3.32
C 0.64 -3.60 -4.21
C 0.07 -2.38 -3.47
O 0.36 -2.71 -2.09
C 0.95 -1.14 -3.73
C 0.14 0.11 -3.39
O -0.16 0.86 -4.32
O -0.29 0.24 -2.19
H 3.08 -1.60 -3.50
H 2.26 -3.09 -1.31
H 2.81 -3.91 -3.87
H 1.78 -4.92 -2.86
H 0.90 -3.35 -5.24
H -0.08 -4.42 -4.22
H -1.00 -2.22 -3.61
H 1.20 -1.05 -4.78
C -3.44 1.89 2.77
As -1.66 1.62 2.02
C -1.40 3.52 1.53
C -0.60 1.56 3.68
C -1.15 1.73 4.94
C -0.41 1.50 6.09
C 0.91 1.09 5.99
C 1.48 0.91 4.73
C 0.74 1.16 3.57
As 1.46 0.71 1.81
C 2.01 2.42 1.07
C 3.23 0.08 2.24
H -3.71 1.05 3.40
H -4.12 1.95 1.93
H -3.49 2.82 3.33
H -0.99 4.09 2.36
H -2.38 3.91 1.25
H -0.76 3.61 0.66
H -2.19 2.03 5.04
H -0.86 1.62 7.06
H 1.49 0.88 6.88
H 2.51 0.57 4.66
H 2.65 2.96 1.77
H 1.14 3.04 0.83
H 2.55 2.20 0.15
H 3.78 0.85 2.79
H 3.71 -0.09 1.28
H 3.22 -0.85 2.80
O -2.88 -1.54 3.22
C -1.87 -2.19 3.04
O -0.73 -1.69 2.64
H -1.86 -3.28 3.21
C -4.51 -1.89 -2.89
C -4.88 -1.44 -1.47
C -4.78 0.07 -1.29
S -3.07 0.64 -1.54
O -2.93 1.76 -0.54
C -3.22 1.43 -3.18
C -3.33 2.95 -3.07
C -4.70 3.43 -2.61
H -4.60 -2.97 -3.00
H -3.48 -1.61 -3.13
H -5.17 -1.42 -3.63
H -4.23 -1.93 -0.75
H -5.90 -1.76 -1.25
H -4.98 0.36 -0.25
H -5.46 0.60 -1.95
H -4.06 0.99 -3.70
H -2.28 1.17 -3.68
H -3.09 3.37 -4.05
H -2.57 3.29 -2.37
H -5.49 3.06 -3.27
H -4.75 4.52 -2.60
H -4.91 3.08 -1.59
I 0.84 -3.11 1.90
I 2.65 -5.07 0.91
*
```

Summary:
M in g mol⁻¹: 1110.5
Kohn-Sham gap in eV: 7.47
ΔE to the lowest compared entry with this formula, charge and spin in kcal per mole: 5.95

Record 4
A molecular structure, C25H39N2O2PPtS2. Source: the OMol25 dataset; level of theory: ωB97M-V/def2-TZVPD.

Structure (ORCA input):
```
! wB97M-V def2-TZVPD RIJCOSX def2/J DEFGRID3
* xyz -1 4
Pt 0.15 0.12 -0.80
C -5.31 -4.00 -0.68
C -4.35 -3.14 0.10
O -4.35 -1.80 -0.40
P -3.13 -1.21 -1.32
S -0.47 0.75 -2.79
S -1.44 -1.58 -0.11
O -3.05 -2.50 -2.36
C -1.94 -2.62 -3.24
C -2.10 -3.89 -4.03
H -5.28 -5.03 -0.31
H -5.04 -4.00 -1.74
H -6.33 -3.63 -0.59
H -3.34 -3.55 0.08
H -4.66 -3.08 1.15
H -1.01 -2.64 -2.65
H -1.88 -1.75 -3.90
H -2.25 -4.74 -3.36
H -1.20 -4.08 -4.62
H -2.95 -3.83 -4.71
C -0.05 0.67 4.71
C 0.87 1.48 3.78
C 2.04 2.06 4.57
C 0.07 2.55 3.04
C -0.62 3.50 3.79
C -1.48 4.40 3.19
C -1.67 4.33 1.81
C -0.99 3.41 1.03
C -1.19 3.37 -0.47
C -0.22 4.33 -1.17
C -2.63 3.63 -0.91
C -0.08 2.55 1.65
N 0.68 1.66 0.85
C 1.97 1.71 0.96
C 2.82 0.77 0.33
C 4.20 0.61 0.44
C 4.50 -0.54 -0.29
C 3.28 -1.02 -0.81
N 2.27 -0.23 -0.43
C 3.15 -2.25 -1.68
C 1.71 -2.52 -2.12
C 4.02 -2.06 -2.94
C 3.67 -3.47 -0.90
H 0.50 -0.17 5.14
H -0.91 0.28 4.16
H -0.43 1.28 5.53
H 1.27 0.78 3.05
H 1.69 2.81 5.29
H 2.76 2.55 3.91
H 2.56 1.28 5.12
H -0.50 3.51 4.87
H -2.00 5.14 3.78
H -2.36 5.02 1.34
H -0.93 2.36 -0.81
H -0.41 5.36 -0.86
H -0.33 4.26 -2.25
H 0.81 4.09 -0.92
H -2.91 4.68 -0.80
H -3.33 3.02 -0.33
H -2.74 3.36 -1.96
H 2.43 2.50 1.56
H 4.87 1.25 0.99
H 5.47 -0.98 -0.43
H 1.31 -1.70 -2.72
H 1.03 -2.65 -1.27
H 1.68 -3.44 -2.72
H 3.67 -1.19 -3.50
H 3.95 -2.94 -3.58
H 5.06 -1.90 -2.68
H 3.10 -3.60 0.02
H 4.72 -3.35 -0.63
H 3.57 -4.37 -1.50
*
```

Summary:
M in g mol⁻¹: 689.8
<S²>: 3.77
Kohn-Sham gap (spin up / spin down) in eV: 6.74 / 6.28

Record 5
2 unconnected molecules or ions with the total composition C25H39N3O7 in a non-equilibrium geometry. Source: the OMol25 dataset; level of theory: ωB97M-V/def2-TZVPD.

Structure (ORCA input):
```
! wB97M-V def2-TZVPD RIJCOSX def2/J DEFGRID3
* xyz 0 1
C 6.65 0.55 1.93
C 6.34 1.97 1.31
O 7.20 2.63 0.82
O 5.03 2.49 1.28
C 4.20 1.52 0.58
C 3.01 2.22 -0.21
C 1.70 1.42 0.13
C 0.64 1.44 -1.05
C -0.77 0.96 -0.50
C -0.85 0.11 0.69
C -2.13 -0.35 1.26
C -2.27 -1.22 2.54
C -2.31 -2.78 2.23
O -3.39 -3.12 1.32
C -2.75 -3.68 0.20
O -2.95 -4.82 -0.10
C -3.33 0.07 0.56
C -3.25 0.94 -0.64
C -2.00 1.40 -1.21
C -2.02 2.32 -2.46
C -4.74 1.20 -1.12
O -5.16 1.59 -2.17
N -5.47 0.80 0.03
C -6.46 1.73 0.63
C -6.38 1.84 2.20
C -5.16 2.74 2.71
N -5.15 2.66 4.20
C -4.85 -0.19 0.84
O -5.36 -1.03 1.52
H 6.01 -0.26 1.48
H 7.72 0.34 1.67
H 6.57 0.54 3.04
H 3.74 0.86 1.37
H 4.85 0.93 -0.12
H 3.24 2.28 -1.30
H 2.94 3.26 0.20
H 1.20 1.82 1.04
H 1.98 0.34 0.29
H 0.93 0.69 -1.84
H 0.59 2.46 -1.51
H 0.07 -0.24 1.23
H -3.26 -0.97 3.01
H -1.49 -0.94 3.28
H -1.32 -3.11 1.83
H -2.53 -3.31 3.19
H -2.06 -2.99 -0.36
H -1.04 2.86 -2.54
H -2.81 3.10 -2.31
H -2.20 1.76 -3.42
H -7.49 1.40 0.33
H -6.30 2.76 0.21
H -7.30 2.43 2.50
H -6.45 0.87 2.74
H -4.18 2.39 2.29
H -5.41 3.80 2.48
H -5.99 3.11 4.57
H -5.20 1.69 4.51
C 4.06 -1.35 -4.33
O 3.22 -1.23 -3.20
C 2.76 -2.46 -2.67
C 3.76 -3.18 -1.75
C 4.89 -3.88 -2.50
N 4.34 -2.26 -0.76
H 3.78 -2.19 -4.97
H 5.11 -1.45 -4.02
H 3.98 -0.43 -4.91
H 1.87 -2.21 -2.07
H 2.41 -3.12 -3.47
H 3.20 -3.96 -1.21
H 5.64 -3.18 -2.86
H 5.40 -4.59 -1.84
H 4.50 -4.44 -3.35
H 3.58 -1.88 -0.20
H 4.69 -1.46 -1.27
*
```

Summary:
M in g mol⁻¹: 493.6
Kohn-Sham gap in eV: 8.76
SMILES string: CC(=O)OCCCCc1cc(CCOC=O)c2c(c1C)C(=O)N(CCCN)C2=O.COC[C@@H](C)N

Record 6
A molecular structure, C25H39N6O5PdSSe in a non-equilibrium geometry. Source: the OMol25 dataset; level of theory: ωB97M-V/def2-TZVPD.

Structure (ORCA input):
```
! wB97M-V def2-TZVPD RIJCOSX def2/J DEFGRID3
* xyz 3 1
Pd 0.44 -0.81 0.77
O -1.19 -2.09 -2.97
C -1.01 -1.73 -1.73
O 0.11 -1.59 -1.23
C -2.32 -1.64 -0.99
O -2.26 -0.87 0.18
C -2.76 0.47 0.11
C -1.57 1.39 0.33
O -1.32 1.99 1.34
O -0.71 1.35 -0.71
H -0.35 -2.25 -3.45
H -2.55 -2.67 -0.71
H -3.10 -1.30 -1.68
H -3.44 0.63 0.94
H -3.26 0.66 -0.83
C 6.44 2.82 -1.61
C 5.10 3.35 -1.13
C 4.27 2.31 -0.38
C 3.68 1.21 -1.27
N 2.73 1.76 -2.25
C 1.52 2.27 -1.97
Se 0.81 2.31 -0.22
N 0.97 2.80 -3.06
C -0.31 3.55 -3.14
C -0.29 4.92 -2.47
C 0.75 5.91 -3.00
C 2.19 5.67 -2.53
C 1.85 2.61 -4.11
C 1.77 2.99 -5.46
C 2.85 2.69 -6.24
C 3.99 2.04 -5.72
C 4.07 1.66 -4.40
C 2.97 1.96 -3.60
H 7.02 3.61 -2.09
H 6.34 2.01 -2.34
H 7.03 2.44 -0.78
H 4.52 3.76 -1.97
H 5.27 4.20 -0.46
H 3.45 2.80 0.17
H 4.89 1.82 0.37
H 3.15 0.47 -0.67
H 4.46 0.70 -1.83
H -1.09 2.91 -2.75
H -0.50 3.67 -4.21
H -0.18 4.81 -1.39
H -1.29 5.32 -2.63
H 0.45 6.90 -2.66
H 0.71 5.95 -4.09
H 2.22 5.50 -1.45
H 2.81 6.53 -2.74
H 2.66 4.82 -3.03
H 0.91 3.51 -5.86
H 2.84 2.98 -7.29
H 4.82 1.83 -6.38
H 4.96 1.17 -4.01
C -1.77 -0.84 5.67
C -0.70 -0.51 4.68
C 0.48 0.20 4.82
C 1.09 0.22 3.57
N 0.31 -0.45 2.71
N -0.77 -0.89 3.40
C 2.36 0.86 3.15
H -1.45 -0.55 6.67
H -1.99 -1.90 5.68
H -2.69 -0.30 5.44
H 0.85 0.65 5.73
H -1.51 -1.39 2.93
H 3.06 0.90 3.98
H 2.18 1.89 2.83
H 2.83 0.32 2.33
N 3.13 -4.48 0.86
C 2.44 -3.46 0.39
N 2.44 -3.18 -0.90
S 1.62 -2.52 1.61
H 3.68 -5.07 0.26
H 3.16 -4.67 1.85
H 2.91 -3.79 -1.55
H 1.77 -2.53 -1.27
*
```

Summary:
M in g mol⁻¹: 721.1
Kohn-Sham gap in eV: 6.65
ΔE to the lowest compared entry with this formula, charge and spin in kcal per mole: 4.92

no.,E_tot (eV)
1,-80863.605
2,-67949.928
3,-196903.451
4,-67842.325
5,-45357.314
6,-125374.198